Record 1
Density functional theory data (the ωB97M-V functional and the def2-TZVPD basis) for a molecular structure, C35H43ClCrP2Si2 in a non-equilibrium geometry.

Results
F_max (eV/A): 1.4
Spin multiplicity: 4
Charge: +1

Geometry as XYZ:
```
84
C35H43ClCrP2Si2 | OMol25 | the ωB97M-V functional and the def2-TZVPD basis
C 0.996 -1.684 1.476
C 1.812 -1.522 0.301
C 2.279 -0.157 0.272
H 2.105 -2.314 -0.395
C 1.769 0.512 1.442
C 0.974 -0.433 2.177
H 0.541 -0.272 3.165
H 0.582 -2.623 1.845
H 2.975 0.269 -0.458
H 2.037 1.518 1.772
Cr 0.105 -0.118 0.162
Si 0.039 5.610 -4.548
C 0.062 5.334 -6.406
C -0.535 6.207 -7.334
H -1.168 7.026 -6.982
C -0.309 6.038 -8.705
H -0.756 6.732 -9.424
C 0.498 4.993 -9.175
H 0.652 4.849 -10.246
C 1.090 4.111 -8.260
H 1.724 3.293 -8.614
C 0.875 4.284 -6.882
H 1.353 3.591 -6.177
C 0.898 7.264 -4.365
C 2.002 7.520 -5.204
H 2.198 6.886 -6.070
C 2.913 8.544 -4.904
H 3.809 8.696 -5.513
C 2.727 9.341 -3.771
H 3.471 10.093 -3.473
C 1.563 9.170 -2.999
H 1.396 9.814 -2.126
C 0.653 8.147 -3.292
H -0.228 7.987 -2.664
H 1.076 4.666 -4.061
Si 0.119 1.762 -1.671
C 1.489 2.947 -1.113
C 2.718 3.016 -1.786
H 2.888 2.426 -2.687
C 3.717 3.889 -1.362
H 4.665 3.956 -1.900
C 3.505 4.716 -0.260
H 4.269 5.422 0.070
C 2.302 4.628 0.458
H 2.126 5.267 1.325
C 1.302 3.741 0.034
H 0.363 3.717 0.588
C 0.632 1.129 -3.392
C 1.522 0.053 -3.368
H 1.772 -0.433 -2.427
C 2.108 -0.446 -4.529
H 2.827 -1.257 -4.475
C 1.764 0.102 -5.760
H 2.203 -0.262 -6.678
C 0.803 1.114 -5.823
H 0.477 1.506 -6.791
C 0.253 1.640 -4.647
H -0.466 2.456 -4.687
H -1.293 5.401 -3.839
Cl -1.664 2.849 -1.887
C -0.625 -2.531 -2.689
P -1.241 -1.781 -1.119
C -1.761 -3.240 -0.100
C -2.686 -0.674 -1.403
C -3.234 0.113 -0.194
P -2.041 0.437 1.170
C -2.187 2.090 1.903
C -2.553 -0.742 2.454
H -0.261 -1.776 -3.391
H -1.404 -3.131 -3.195
H 0.219 -3.200 -2.474
H -0.929 -3.608 0.512
H -2.605 -2.955 0.565
H -2.070 -4.096 -0.730
H -2.372 0.042 -2.168
H -3.450 -1.287 -1.898
H -3.568 1.112 -0.528
H -4.119 -0.399 0.233
H -3.020 2.174 2.620
H -1.252 2.291 2.456
H -2.285 2.907 1.167
H -3.621 -0.651 2.673
H -2.351 -1.775 2.168
H -1.993 -0.540 3.369
```

Löwdin analysis output, partial charges in e: -0.165, -0.156, -0.166, 0.127, -0.144, -0.161, 0.122, 0.116, 0.124, 0.126, 0.222, 0.718, -0.344, -0.097, 0.109, -0.083, 0.106, -0.084, 0.104, -0.087, 0.103, -0.138, 0.069, -0.330, -0.097, 0.100, -0.084, 0.105, -0.090, 0.106, -0.093, 0.103, -0.112, 0.095, -0.006, 0.330, -0.340, -0.107, 0.100, -0.075, 0.110, -0.075, 0.108, -0.078, 0.105, -0.131, 0.087, -0.330, -0.170, 0.071, -0.081, 0.107, -0.066, 0.106, -0.079, 0.104, -0.098, 0.083, -0.032, 0.309, -0.214, 0.875, -0.223, -0.394, -0.374, 0.825, -0.233, -0.233, 0.028, 0.064, 0.058, 0.034, 0.042, 0.060, 0.050, 0.094, 0.068, 0.094, 0.062, 0.054, 0.043, 0.063, 0.026, 0.052


Record 2
Density functional theory data (the ωB97M-V functional and the def2-TZVPD basis) for a single C4H3NO2 molecule in a non-equilibrium geometry.

Results
Structure (SMILES): C#CC1=NOCO1
F_max (eV/A): 7.2
Spin multiplicity: 1
Charge: 0

Geometry as XYZ:
```
10
C4H3NO2 | OMol25 | the ωB97M-V functional and the def2-TZVPD basis
C -2.816 -0.147 -0.005
C -1.668 -0.537 0.061
C -0.317 -0.326 -0.377
C 1.697 0.372 0.101
H -3.781 0.291 -0.029
H 1.639 0.773 1.210
H 2.655 1.074 -0.407
N 0.455 -1.420 -0.155
O 1.823 -0.918 -0.077
O 0.314 0.840 -0.324
```

Löwdin analysis output, partial charges in e: 0.170, -0.034, -0.385, -0.242, 0.040, 0.147, 0.195, 0.168, -0.078, 0.019


Record 3
Density functional theory data (the ωB97M-V functional and the def2-TZVPD basis) for a single C4H4O2S molecule in a non-equilibrium geometry.

Results
Structure (SMILES): Cc1coc(=O)s1
F_max (eV/A): 4.2
Spin multiplicity: 1
Charge: 0

Geometry as XYZ:
```
11
C4H4O2S | OMol25 | the ωB97M-V functional and the def2-TZVPD basis
C 0.559 0.430 0.891
C -0.026 0.099 -0.317
C -1.003 -1.026 1.712
C 0.325 0.554 -1.677
O -1.581 -1.686 2.473
O 0.049 -0.291 1.956
S -1.446 -0.928 -0.046
H 1.588 0.922 1.059
H -0.307 1.368 -1.973
H 0.378 -0.205 -2.333
H 1.464 0.763 -1.745
```

Löwdin analysis output, partial charges in e: -0.106, -0.566, -0.804, -0.105, 0.102, 0.017, 1.068, 0.162, 0.081, 0.026, 0.125


Record 4
Density functional theory data (the ωB97M-V functional and the def2-TZVPD basis) for a single C3H4N2O molecule in a non-equilibrium geometry.

Results
Structure (SMILES): C1=NN=COC1
F_max (eV/A): 4.0
Spin multiplicity: 1
Charge: 0

Geometry as XYZ:
```
10
C3H4N2O | OMol25 | the ωB97M-V functional and the def2-TZVPD basis
C 0.902 -0.524 0.086
C -1.490 -0.379 -0.049
C 0.771 0.875 -0.024
H 1.385 -0.899 -0.821
H 1.357 -0.809 1.015
H -2.416 -1.002 -0.109
H 1.726 1.455 -0.258
N -1.564 0.887 0.091
N -0.277 1.575 0.043
O -0.393 -1.179 0.026
```

Löwdin analysis output, partial charges in e: -0.153, -0.229, -0.201, 0.135, 0.128, 0.140, 0.142, 0.038, 0.045, -0.045


Record 5
Density functional theory data (the ωB97M-V functional and the def2-TZVPD basis) for a molecular structure, BrLi3 in a non-equilibrium geometry.

Results
F_max (eV/A): 3.9
Spin multiplicity: 1
Charge: +2

Geometry as XYZ:
```
4
BrLi3 | OMol25 | the ωB97M-V functional and the def2-TZVPD basis
Li 1.416 -0.155 -1.332
Li -0.448 -0.158 2.276
Li -0.996 -0.386 -1.135
Br 0.028 0.699 0.191
```

Löwdin analysis output, partial charges in e: 0.726, 0.762, 0.620, -0.108


Record 6
Density functional theory data (the ωB97M-V functional and the def2-TZVPD basis) for 2 unconnected molecules or ions with the total composition CHF3O2S in a non-equilibrium geometry.

Results
F_max (eV/A): 3.5
Spin multiplicity: 1
Charge: 0

Geometry as XYZ:
```
8
CHF3O2S | OMol25 | the ωB97M-V functional and the def2-TZVPD basis
C 1.934 0.118 0.088
O 0.067 1.156 -1.353
O 0.422 2.043 0.865
F 0.952 -1.737 -0.384
F 2.564 -0.246 1.185
F 2.766 0.469 -0.826
S 0.298 0.911 -0.003
H -0.525 -0.295 0.478
```

Löwdin analysis output, partial charges in e: -0.339, -0.268, -0.295, -0.393, 0.190, 0.228, 0.695, 0.181


Asked for calculated total energy across the records above, the calculation gives -4125.70349, -359.24122, -703.45812, -301.37957, -2596.08889, -886.79913 Ha in order.